Formula: C36H35ClN4O2PRuSSe2
Source: the Open Molecules 2025 dataset
Level of theory: ωB97M-V with the def2-TZVPD basis set

Summary:
Strongest force on any atom (eV Å⁻¹): 1.09
Energy above the lowest of the compared OMol25 structures with the same formula, charge and spin (kcal/mol): 20.0
Multiplicity: 2
HOMO-LUMO gap (alpha / beta) (Ha): 0.230 / 0.215
HOMO energy (alpha / beta) (eV): -6.779 / -6.689
Energy (eV): -213875.6417
Expectation value of S²: 0.76

XYZ file:
```
83
C36H35ClN4O2PRuSSe2 (ωB97M-V with the def2-TZVPD basis set)
C 1.7529 3.0199 -0.6575
C -3.0580 0.7963 -1.1363
H -3.4180 -4.3213 1.3242
C 2.3791 -2.8407 5.1254
H -2.5528 2.5698 -4.5285
C -0.1645 1.0676 4.6361
H -5.0521 -1.3300 3.9138
N 0.0354 -3.4550 -2.5483
H 3.6365 3.7863 -2.2367
H -4.5297 3.0909 -3.1393
H 0.7202 -4.1661 5.4311
H -5.2967 -3.4810 2.7080
H -3.1884 0.2592 -0.2063
H -1.2458 -2.5849 -6.2245
H -0.7695 -2.9559 3.9093
C -4.2438 -1.7072 3.3000
H -0.6763 -4.0617 -4.3104
H 5.8459 3.0307 -2.2223
C 2.8328 -1.7067 4.4647
P -0.4245 -0.4965 2.3050
C 1.0836 -3.2849 4.9179
H 4.3374 3.7885 -0.6028
H 0.1336 2.1887 6.4312
N -0.7657 -1.3131 -2.2414
O 5.1704 2.4144 -1.9326
H -2.9872 -0.0521 3.7477
C 1.9985 -1.0286 3.5926
H 4.5745 1.2935 0.2021
C 1.3230 -0.3739 -6.4307
H 3.4663 0.4097 -2.1322
H -0.2590 -0.9415 -7.7660
H 0.5261 0.3020 4.9528
C -3.9964 1.7126 -1.5852
H 1.2513 0.0203 -2.7284
C -3.3288 -3.3804 1.8527
C -0.0159 -2.4562 -1.7673
C -3.8065 2.3619 -2.7973
H 2.3585 -0.1455 3.0859
N -0.3545 -3.2289 -3.8574
S 0.6184 -2.4868 -0.1486
Ru 0.4266 -0.1085 0.2063
C -2.0082 -1.4325 2.4103
Cl -2.7110 1.8664 1.6631
Se 2.8174 -0.3572 0.5292
C -1.9305 3.0525 3.9036
C -1.7602 1.1446 -3.1463
H -1.4378 3.9969 5.7581
C 0.6951 -1.4736 3.3682
C 1.3448 -1.5307 -4.3085
C -0.3842 2.1431 5.4819
C -4.3794 -2.9112 2.6270
H 2.0835 3.9198 -0.1351
C 0.2413 -2.6004 4.0508
C 1.8926 -0.6059 -5.1866
C 2.7018 1.1874 -2.1179
H 2.7350 1.7215 -3.0731
H -2.6469 3.8038 3.6002
H 3.8432 -1.3509 4.6215
C -2.1547 -2.6494 1.7432
H 2.7924 -0.0739 -4.8975
C -0.3601 -2.0319 -5.9346
Se 0.3936 2.2766 0.5312
H 3.0345 -3.3740 5.8027
N -1.0113 -0.4416 -1.4162
O 1.3996 0.5997 -1.9655
C -0.7950 0.9569 3.3936
H 3.2962 2.0615 1.1651
H 1.8294 -1.7341 -3.3586
C -1.2593 3.1494 5.1091
H 1.7557 0.3508 -7.1075
C 4.0515 3.1487 -1.4453
C 0.2013 -2.2515 -4.6753
C 0.1980 -1.1023 -6.7971
C 2.9794 2.1639 -0.9723
H 1.2492 3.3301 -1.5753
C -1.7032 1.9684 3.0702
H -1.3533 -3.0283 1.1242
C -2.6938 2.0737 -3.5772
H -4.8744 1.9185 -0.9864
H -0.8906 0.9055 -3.7482
C 3.4978 1.4480 0.2849
C -3.0680 -0.9775 3.1964
C -1.9487 0.5345 -1.9172
```